(1)
# C35H33AsMoN3O3S3

A molecular structure, C35H33AsMoN3O3S3 (ωB97M-V with the def2-TZVPD basis set, the OMol25 dataset).

Positions of all 79 atoms, in Å:
Mo (0.0543, -0.5450, 0.3669)
O (-0.4746, 1.3687, 0.9107)
N (-0.7437, 2.2980, 0.0262)
C (-0.8881, 3.5658, 0.4644)
C (-1.0711, 4.6063, -0.4038)
C (-1.1469, 4.3435, -1.7741)
C (-1.0581, 3.0395, -2.2040)
C (-0.8272, 2.0041, -1.3017)
S (-0.6363, 0.3938, -1.8322)
H (-0.8135, 3.6785, 1.5364)
H (-1.1381, 5.6120, -0.0217)
H (-1.2741, 5.1466, -2.4804)
H (-1.1295, 2.7720, -3.2456)
O (3.7417, 0.8100, -1.5272)
S (2.7656, 1.1093, -0.5186)
O (1.7060, 2.0195, -0.8739)
N (2.0416, -0.2450, 0.0322)
C (2.8049, -1.3521, 0.2446)
C (4.1694, -1.3936, 0.4963)
C (4.7864, -2.6210, 0.7280)
C (4.0936, -3.8085, 0.6684)
C (2.7175, -3.8118, 0.3738)
C (1.9337, -4.9775, 0.2342)
C (0.5973, -4.8378, -0.0645)
C (0.0403, -3.5681, -0.1689)
N (0.7294, -2.4356, -0.0225)
C (2.0686, -2.5649, 0.2026)
C (3.5819, 1.8198, 0.9026)
C (4.9543, 1.9669, 0.9432)
C (5.5482, 2.4888, 2.0794)
C (4.7615, 2.8622, 3.1573)
C (3.3827, 2.7298, 3.0962)
C (2.7856, 2.1996, 1.9638)
H (4.7376, -0.4783, 0.5356)
H (5.8425, -2.6308, 0.9551)
H (4.5969, -4.7472, 0.8465)
H (2.3848, -5.9518, 0.3469)
H (-0.0392, -5.6994, -0.2074)
H (-1.0136, -3.4401, -0.3885)
H (5.5353, 1.6771, 0.0825)
H (6.6197, 2.6056, 2.1209)
H (5.2224, 3.2545, 4.0531)
H (2.7771, 3.0415, 3.9345)
H (1.7129, 2.0775, 1.8809)
S (0.5789, -1.3410, 2.6618)
C (0.1796, -0.5705, 4.1918)
C (-0.6899, -1.2333, 5.0543)
C (-0.8962, -0.7626, 6.3372)
C (-0.2346, 0.3733, 6.7772)
C (0.6416, 1.0274, 5.9264)
C (0.8514, 0.5605, 4.6417)
H (-1.1635, -2.1420, 4.7125)
H (-1.5506, -1.3064, 7.0049)
H (-0.3868, 0.7344, 7.7838)
H (1.1938, 1.8867, 6.2810)
H (1.5645, 1.0417, 3.9934)
C (-2.9498, -2.2498, 2.0503)
As (-2.3546, -1.0992, 0.5730)
C (-3.6638, 0.3482, 0.8024)
C (-3.2026, -1.8660, -1.0805)
C (-4.2522, -2.8946, -0.8346)
C (-3.8907, -4.1578, -0.3729)
C (-4.8405, -5.1324, -0.1435)
C (-6.1769, -4.8650, -0.3871)
C (-6.5509, -3.6179, -0.8565)
C (-5.5976, -2.6381, -1.0724)
H (-3.9544, -2.6486, 1.8993)
H (-2.9318, -1.6190, 2.9442)
H (-2.2349, -3.0645, 2.1936)
H (-4.6782, -0.0513, 0.8865)
H (-3.6126, 1.0156, -0.0625)
H (-3.4312, 0.9248, 1.6994)
H (-2.3954, -2.2805, -1.6963)
H (-3.6134, -1.0057, -1.6233)
H (-2.8462, -4.3746, -0.1969)
H (-4.5351, -6.1017, 0.2214)
H (-6.9204, -5.6267, -0.2122)
H (-7.5890, -3.4068, -1.0626)
H (-5.8988, -1.6698, -1.4468)

Net charge ... 0
Energy relative to the best compared isomer or geometry (same formula, charge and spin) ... 18.5 kcal per mole
HOMO level (spin up / spin down) ... -6.64 / -7.42 eV
Gap between HOMO and LUMO (spin up / spin down) ... 6.39 / 6.76 eV
Multiplicity ... 4

Listed below, in e, are the natural (NBO) charges computed for each atom:
1. Mo 0.65
2. O -0.54
3. N 0.02
4. C 0.03
5. C -0.26
6. C -0.15
7. C -0.24
8. C 0.08
9. S -0.07
10. H 0.23
11. H 0.23
12. H 0.23
13. H 0.24
14. O -0.94
15. S 2.35
16. O -0.97
17. N -0.95
18. C 0.27
19. C -0.26
20. C -0.15
21. C -0.24
22. C -0.07
23. C -0.09
24. C -0.29
25. C 0.14
26. N -0.46
27. C 0.13
28. C -0.33
29. C -0.19
30. C -0.21
31. C -0.21
32. C -0.16
33. C -0.21
34. H 0.23
35. H 0.22
36. H 0.21
37. H 0.22
38. H 0.23
39. H 0.19
40. H 0.24
41. H 0.22
42. H 0.21
43. H 0.21
44. H 0.25
45. S -0.24
46. C -0.16
47. C -0.24
48. C -0.20
49. C -0.24
50. C -0.23
51. C -0.17
52. H 0.21
53. H 0.21
54. H 0.21
55. H 0.20
56. H 0.20
57. C -0.95
58. As 1.13
59. C -0.94
60. C -0.72
61. C -0.05
62. C -0.16
63. C -0.22
64. C -0.22
65. C -0.20
66. C -0.21
67. H 0.23
68. H 0.24
69. H 0.24
70. H 0.23
71. H 0.23
72. H 0.24
73. H 0.24
74. H 0.25
75. H 0.19
76. H 0.21
77. H 0.21
78. H 0.21
79. H 0.21

=====

(2)
# C35H33BiClN4Si2

A molecular structure, C35H33BiClN4Si2 (ωB97M-V with the def2-TZVPD basis set, the OMol25 dataset).

Positions of all 76 atoms, in Å:
C (-1.5164, -0.5380, 4.3895)
C (-2.4554, -0.1319, 3.3893)
C (-2.5590, -1.1709, 2.4457)
H (-3.0360, 0.7780, 3.4010)
C (-1.6799, -2.2146, 2.7973)
C (-1.0283, -1.8561, 4.0197)
H (-0.4643, -2.5008, 4.6678)
H (-1.3635, -0.0554, 5.3393)
H (-3.2224, -1.1861, 1.5949)
H (-1.6007, -3.1714, 2.3028)
Bi (0.4976, -0.2188, 2.9251)
Si (2.0850, 1.1393, -0.8810)
C (0.2864, 2.1900, -0.8146)
C (0.4918, 3.4378, -1.3911)
H (1.4543, 3.6967, -1.8413)
C (-0.5682, 4.3290, -1.5394)
H (-0.3955, 5.2862, -2.0444)
C (-1.8441, 3.9672, -1.0603)
H (-2.6572, 4.7100, -1.1123)
C (-2.0435, 2.7236, -0.4218)
H (-3.0483, 2.4640, -0.0550)
C (-0.9805, 1.8182, -0.3312)
H (-1.2341, 0.8124, -0.0064)
C (-0.2209, -1.1975, -1.2679)
C (-1.6056, -1.2002, -1.5326)
H (-2.0810, -0.2241, -1.6481)
C (-2.2311, -2.4344, -1.7002)
H (-3.1896, -2.4785, -2.2543)
C (-1.5742, -3.5409, -1.1100)
H (-2.1201, -4.4933, -1.1020)
C (-0.2793, -3.4555, -0.5476)
H (0.1838, -4.3070, -0.0273)
C (0.4653, -2.2643, -0.6824)
H (1.5240, -2.1067, -0.4451)
H (1.6606, 0.3882, 0.3517)
Si (0.5753, -0.4690, -2.7408)
C (0.8955, -1.7945, -3.9723)
C (0.1787, -1.8349, -5.1806)
H (-0.2651, -0.9060, -5.5471)
C (0.0054, -3.0405, -5.8842)
H (-0.5292, -3.0344, -6.8381)
C (0.4813, -4.2448, -5.3577)
H (0.2407, -5.1979, -5.8317)
C (1.2168, -4.2069, -4.1744)
H (1.6095, -5.1297, -3.7573)
C (1.4848, -2.9944, -3.5419)
H (2.1375, -2.9660, -2.6753)
C (-0.0760, 0.9097, -3.7508)
C (-1.4022, 1.2914, -3.9311)
H (-2.2227, 0.6839, -3.5447)
C (-1.6376, 2.4477, -4.6785)
H (-2.6741, 2.7107, -4.8889)
C (-0.5636, 3.1718, -5.2288)
H (-0.7772, 4.0551, -5.8547)
C (0.7669, 2.7520, -5.0315)
H (1.5995, 3.2757, -5.5052)
C (1.0188, 1.6092, -4.2863)
H (2.0543, 1.2936, -4.1394)
H (3.0240, 2.1904, -0.4541)
Cl (3.6211, -0.2652, -1.5082)
N (1.1875, 2.4085, 6.5398)
C (0.3849, 3.4174, 6.0040)
C (0.0061, 3.0070, 4.7698)
N (0.5585, 1.7452, 4.5430)
C (1.2654, 1.4036, 5.6348)
C (1.9133, 0.1192, 5.7683)
N (1.8590, -0.8321, 4.8034)
C (2.5533, -1.9319, 5.3183)
C (3.0186, -1.6479, 6.5733)
N (2.6120, -0.3290, 6.8477)
H (1.6452, 2.3866, 7.4206)
H (0.1801, 4.3156, 6.5379)
H (-0.6276, 3.4837, 4.0232)
H (2.6382, -2.8357, 4.7419)
H (3.5990, -2.2303, 7.2747)
H (2.7942, 0.2189, 7.6952)

Net charge ... +1
Energy relative to the best compared isomer or geometry (same formula, charge and spin) ... 115.4 kcal per mole
HOMO level (spin up / spin down) ... -7.04 / -7.04 eV
Gap between HOMO and LUMO (spin up / spin down) ... 2.69 / 2.70 eV

Listed below, in e, are the Löwdin charges computed for each atom:
1. C -0.32
2. C -0.16
3. C -0.13
4. H 0.10
5. C -0.16
6. C -0.32
7. H 0.09
8. H 0.10
9. H 0.10
10. H 0.10
11. Bi 1.73
12. Si 0.24
13. C -0.33
14. C -0.17
15. H 0.09
16. C -0.08
17. H 0.11
18. C -0.09
19. H 0.10
20. C -0.10
21. H 0.10
22. C -0.16
23. H 0.06
24. C -0.34
25. C -0.12
26. H 0.09
27. C -0.05
28. H 0.12
29. C -0.07
30. H 0.11
31. C -0.09
32. H 0.11
33. C -0.15
34. H 0.08
35. H -0.16
36. Si 0.73
37. C -0.25
38. C -0.07
39. H 0.10
40. C -0.07
41. H 0.11
42. C -0.08
43. H 0.11
44. C -0.08
45. H 0.10
46. C -0.10
47. H 0.09
48. C -0.33
49. C -0.08
50. H 0.10
51. C -0.07
52. H 0.11
53. C -0.07
54. H 0.11
55. C -0.07
56. H 0.11
57. C -0.13
58. H 0.10
59. H -0.06
60. Cl 0.09
61. N 0.13
62. C -0.03
63. C -0.07
64. N -0.05
65. C -0.28
66. C -0.26
67. N -0.09
68. C -0.09
69. C -0.03
70. N 0.13
71. H 0.15
72. H 0.12
73. H 0.13
74. H 0.12
75. H 0.13
76. H 0.18

=====

(3)
# C35H33Cl2N5O14S

A molecular structure, C35H33Cl2N5O14S (ωB97M-V with the def2-TZVPD basis set, the OMol25 dataset).

Positions of all 90 atoms, in Å:
C (2.7414, -4.8492, -4.8491)
C (1.7248, -3.7159, -4.9451)
C (0.9407, -3.3895, -3.6578)
Cl (1.7785, -3.9882, -2.1927)
C (-0.5036, -3.9394, -3.5907)
O (-0.4802, -5.3215, -3.2366)
S (-0.8350, -6.2246, -4.5176)
O (-1.9257, -7.0718, -4.2928)
O (0.2847, -6.8929, -5.0507)
O (-1.1191, -5.0061, -5.5894)
C (-1.3486, -3.8647, -4.8358)
Cl (-3.0796, -4.1016, -4.1943)
H (2.3051, -5.7651, -4.4827)
H (3.1344, -5.0015, -5.8479)
H (3.5726, -4.5705, -4.2181)
H (2.3154, -2.8309, -5.1612)
H (1.0702, -3.8530, -5.7973)
H (0.9102, -2.3194, -3.5178)
H (-1.0015, -3.2620, -2.9081)
H (-1.4699, -2.9254, -5.3442)
C (4.4210, -1.4128, 3.1612)
C (5.4740, -1.2489, 2.2719)
C (5.2194, -1.0255, 0.9294)
C (3.9069, -0.9652, 0.4983)
C (2.8476, -1.1343, 1.3699)
C (3.1104, -1.3597, 2.7091)
N (3.6319, -0.7040, -0.9204)
O (4.5825, -0.5814, -1.6693)
O (2.4688, -0.6237, -1.2650)
H (4.6218, -1.5819, 4.2112)
H (6.4947, -1.2924, 2.6251)
H (6.0359, -0.8976, 0.2352)
H (1.8266, -1.0910, 1.0218)
H (2.2925, -1.4905, 3.4042)
C (0.8220, 4.4786, 1.0372)
C (1.6994, 3.4254, 1.2553)
C (1.6637, 2.7274, 2.4508)
C (0.7423, 3.0949, 3.4134)
C (-0.1341, 4.1462, 3.2139)
C (-0.0903, 4.8413, 2.0168)
N (0.6831, 2.3457, 4.6764)
O (1.4764, 1.4371, 4.8372)
O (-0.1585, 2.6741, 5.4897)
H (0.8480, 5.0194, 0.1017)
H (2.4110, 3.1448, 0.4910)
H (2.3496, 1.9092, 2.6160)
H (-0.8450, 4.4247, 3.9768)
H (-0.7681, 5.6569, 1.8485)
C (-8.1855, -1.3089, -4.7056)
C (-7.0511, -2.1081, -4.6750)
C (-5.8700, -1.6146, -4.1473)
C (-5.8444, -0.3243, -3.6545)
C (-6.9623, 0.4880, -3.6821)
C (-8.1395, -0.0117, -4.2130)
N (-4.5945, 0.1929, -3.0771)
O (-3.6218, -0.5385, -3.0893)
O (-4.6053, 1.3196, -2.6230)
H (-9.1087, -1.6985, -5.1133)
H (-7.0872, -3.1179, -5.0592)
H (-4.9848, -2.2309, -4.1192)
H (-6.9241, 1.4954, -3.2966)
H (-9.0232, 0.6102, -4.2399)
C (-3.4371, 11.0152, -0.2642)
C (-2.9036, 11.1927, 1.0048)
C (-1.9848, 10.2855, 1.5043)
C (-1.6107, 9.2119, 0.7183)
C (-2.1363, 9.0159, -0.5450)
C (-3.0566, 9.9262, -1.0360)
N (-0.6193, 8.2594, 1.2360)
O (-0.1886, 8.4413, 2.3565)
O (-0.2844, 7.3381, 0.5120)
H (-4.1510, 11.7286, -0.6535)
H (-3.2021, 12.0405, 1.6051)
H (-1.5684, 10.4208, 2.4909)
H (-1.8365, 8.1695, -1.1441)
H (-3.4750, 9.7880, -2.0229)
C (3.6265, -5.5248, 7.7038)
C (4.6789, -5.3616, 6.8137)
C (4.4238, -5.1401, 5.4707)
C (3.1118, -5.0818, 5.0397)
C (2.0520, -5.2485, 5.9108)
C (2.3154, -5.4721, 7.2518)
N (2.8371, -4.8232, 3.6190)
O (3.7891, -4.6996, 2.8747)
O (1.6752, -4.7422, 3.2724)
H (3.8288, -5.6927, 8.7531)
H (5.6996, -5.4044, 7.1668)
H (5.2400, -5.0130, 4.7757)
H (1.0333, -5.2040, 5.5568)
H (1.4969, -5.6019, 7.9457)

Net charge ... 0
Energy relative to the best compared isomer or geometry (same formula, charge and spin) ... 0.0 kcal per mole
HOMO level ... -9.71 eV
Gap between HOMO and LUMO ... 8.96 eV

Listed below, in e, are the Löwdin charges computed for each atom:
1. C -0.13
2. C -0.24
3. C -0.57
4. Cl 0.72
5. C -0.41
6. O -0.17
7. S 0.60
8. O -0.20
9. O -0.21
10. O -0.19
11. C -0.57
12. Cl 0.70
13. H 0.05
14. H 0.08
15. H 0.06
16. H 0.11
17. H 0.10
18. H 0.10
19. H 0.14
20. H 0.13
21. C -0.07
22. C -0.06
23. C 0.00
24. C -0.15
25. C 0.00
26. C -0.07
27. N -0.35
28. O 0.07
29. O 0.05
30. H 0.11
31. H 0.11
32. H 0.12
33. H 0.12
34. H 0.11
35. C -0.06
36. C -0.06
37. C -0.01
38. C -0.15
39. C 0.01
40. C -0.06
41. N -0.35
42. O 0.06
43. O 0.07
44. H 0.10
45. H 0.11
46. H 0.11
47. H 0.12
48. H 0.08
49. C -0.07
50. C -0.06
51. C -0.01
52. C -0.15
53. C -0.01
54. C -0.07
55. N -0.35
56. O 0.06
57. O 0.08
58. H 0.11
59. H 0.11
60. H 0.05
61. H 0.12
62. H 0.11
63. C -0.07
64. C -0.06
65. C 0.00
66. C -0.14
67. C 0.00
68. C -0.06
69. N -0.34
70. O 0.09
71. O 0.05
72. H 0.11
73. H 0.11
74. H 0.12
75. H 0.12
76. H 0.11
77. C -0.07
78. C -0.07
79. C -0.01
80. C -0.15
81. C 0.00
82. C -0.06
83. N -0.35
84. O 0.07
85. O 0.08
86. H 0.11
87. H 0.11
88. H 0.12
89. H 0.12
90. H 0.11